Entry 1:
Entry from OMol25: a structure of composition C2H3BrFNO4STb (ωB97M-V/def2-TZVPD).

Calculated total energy, Eh: -4328.7936
Gap between HOMO and LUMO (alpha / beta), eV: 6.501 / 6.600
2S+1: 7
Expectation value of S²: 12.693
Charge: +3

Last column: Löwdin spin population.
CARTESIAN COORDINATES (ANGSTROEM)
N (-0.262, 0.197, -1.817)  -0.017
C (-0.755, -0.327, -0.486)  -0.002
O (-0.668, 0.838, 0.405)  -0.020
S (0.802, 0.687, 1.324)  -0.008
O (0.693, 0.961, 2.689)  0.000
O (1.941, 1.636, 0.864)  -0.026
O (1.381, -0.765, 0.843)  0.000
C (0.149, -1.394, 0.297)  0.000
F (0.308, -2.518, -0.358)  0.000
Br (-0.917, -1.770, 1.928)  0.000
H (-0.780, -0.369, -2.514)  -0.001
H (-0.643, 1.163, -1.967)  -0.009
H (-1.794, -0.698, -0.641)  0.000
Tb (0.544, 2.361, -0.567)  6.084

Atoms 1-2, force components in eV/Å:
0.0 0.8 1.7
0.4 -0.7 -1.5

=====

Entry 2:
Entry from OMol25: an isolated molecule of C2H3BrN2O2 (ωB97M-V/def2-TZVPD).

Energy above the lowest of the compared OMol25 structures with the same formula, charge and spin, eV: 2.594
Calculated total energy, Eh: -2911.7814
Gap between HOMO and LUMO, eV: 8.904
2S+1: 1
Charge: 0
SMILES string: O=NON/C=C/Br

Last column: Mulliken charge in e.
CARTESIAN COORDINATES (ANGSTROEM)
C (0.261, -1.067, -0.100)  -0.014
C (1.202, -0.233, 0.272)  -0.381
N (-1.187, -0.714, 0.035)  -0.202
N (-0.879, 1.693, 0.533)  0.303
O (-1.048, 2.859, 0.383)  -0.339
O (-1.448, 0.726, -0.393)  -0.169
Br (2.966, -0.593, 0.242)  -0.107
H (0.553, -2.099, -0.210)  0.338
H (-1.601, -1.358, -0.702)  0.301
H (1.182, 0.785, -0.062)  0.271

Atoms 1-2, force components in eV/Å:
-1.9 0.4 1.7
-0.2 1.6 -2.2

=====

Entry 3:
Entry from OMol25: a cluster of 2 separate species, C2H3BrN2O3 in total (ωB97M-V/def2-TZVPD).

Energy above the lowest of the compared OMol25 structures with the same formula, charge and spin, eV: 3.489
Calculated total energy, Eh: -2987.0157
Gap between HOMO and LUMO, eV: 7.130
2S+1: 1
Charge: 0
SMILES string: O=[N+]([O-])Br.CC#[N+][O-]

Last column: Mulliken charge in e.
CARTESIAN COORDINATES (ANGSTROEM)
C (0.181, 1.268, -1.052)  -0.796
C (0.413, 1.057, 0.365)  0.212
N (0.916, 0.767, 1.372)  0.514
N (-1.138, -1.832, 0.382)  0.765
O (-1.957, -1.847, -0.439)  -0.369
O (1.232, 0.611, 2.526)  -0.668
O (-1.023, -1.305, 1.441)  -0.360
Br (0.723, -2.756, -0.389)  -0.057
H (1.250, 1.339, -1.372)  0.229
H (-0.305, 2.274, -1.260)  0.277
H (-0.291, 0.423, -1.574)  0.254

Atoms 1-2, force components in eV/Å:
1.2 1.2 -0.6
0.1 -0.6 0.9

=====

Entry 4:
Entry from OMol25: a cluster of 2 separate species, C2H3BrN2S in total (ωB97M-V/def2-TZVPD).

Energy above the lowest of the compared OMol25 structures with the same formula, charge and spin, eV: 1.821
Calculated total energy, Eh: -3159.6394
Gap between HOMO and LUMO, eV: 9.491
2S+1: 1
Charge: 0

Last column: Mulliken charge in e.
CARTESIAN COORDINATES (ANGSTROEM)
C (-0.801, -2.676, -1.803)  0.407
C (-0.825, -0.130, 0.566)  -0.023
N (-1.072, -1.910, -2.676)  -0.375
N (0.001, 0.307, 1.466)  -0.250
S (-0.085, -3.651, -0.848)  -0.344
Br (-1.170, 1.099, -0.819)  -0.194
H (0.005, -0.217, 2.325)  0.283
H (-1.735, -1.150, -2.751)  0.306
H (0.445, 1.166, 1.276)  0.189

Atoms 1-2, force components in eV/Å:
0.5 0.9 -0.8
-1.1 -1.6 0.5

=====

Entry 5:
Entry from OMol25: a structure of composition C2H3BrN2S (ωB97M-V/def2-TZVPD).

Energy above the lowest of the compared OMol25 structures with the same formula, charge and spin, eV: 2.860
Calculated total energy, Eh: -3159.6012
Gap between HOMO and LUMO (alpha / beta), eV: 7.224 / 6.417
2S+1: 1
Charge: 0

Last column: Mulliken charge in e.
CARTESIAN COORDINATES (ANGSTROEM)
C (0.018, -0.709, -0.032)  -0.156
C (-0.978, 0.076, -0.575)  -0.327
N (0.413, 1.269, 0.768)  0.054
N (0.955, 0.102, 0.751)  -0.345
S (-0.750, 1.733, -0.305)  0.087
Br (3.221, 0.000, -0.137)  -0.442
H (0.309, -1.707, -0.023)  0.442
H (-1.572, -0.340, -1.319)  0.394
H (0.833, 2.166, 1.036)  0.294

Atoms 1-2, force components in eV/Å:
0.8 4.5 1.4
2.0 -1.8 0.1

=====

Entry 6:
Entry from OMol25: an isolated molecule of C2H3BrO (ωB97M-V/def2-TZVPD).

Energy above the lowest of the compared OMol25 structures with the same formula, charge and spin, eV: 3.618
Calculated total energy, Eh: -2727.1229
Gap between HOMO and LUMO (alpha / beta), eV: 8.998 / 8.802
2S+1: 1
Charge: 0

Last column: Mulliken charge in e.
CARTESIAN COORDINATES (ANGSTROEM)
C (0.188, -0.276, 0.716)  -0.300
C (0.080, 0.570, -0.572)  -0.126
O (0.411, -1.360, -0.091)  -0.476
Br (-1.722, 0.820, -1.112)  -0.044
H (1.003, -0.082, 1.311)  0.273
H (-0.703, -0.181, 1.247)  0.323
H (0.741, 0.510, -1.499)  0.351

Atoms 1-2, force components in eV/Å:
1.2 -0.1 -2.5
-0.2 -3.2 -1.0

=====

Entry 7:
Entry from OMol25: a cluster of 2 separate species, C2H3BrO in total (ωB97M-V/def2-TZVPD).

Energy above the lowest of the compared OMol25 structures with the same formula, charge and spin, eV: 3.508
Calculated total energy, Eh: -2727.1270
Gap between HOMO and LUMO (alpha / beta), eV: 8.642 / 8.642
2S+1: 1
Charge: 0

Last column: Mulliken charge in e.
CARTESIAN COORDINATES (ANGSTROEM)
C (-0.993, -0.022, 0.931)  0.159
C (0.802, -0.187, -0.597)  -0.619
O (-1.142, -0.149, 2.126)  -0.350
Br (0.298, 0.238, -2.313)  -0.067
H (1.308, 0.718, -0.155)  0.292
H (-1.760, 0.413, 0.298)  0.243
H (1.488, -1.012, -0.290)  0.343

Atoms 1-2, force components in eV/Å:
1.1 -0.3 1.9
0.3 1.3 4.7

=====

Entry 8:
Entry from OMol25: a structure of composition C2H3BrO (ωB97M-V/def2-TZVPD).

Energy above the lowest of the compared OMol25 structures with the same formula, charge and spin, eV: 1.741
Calculated total energy, Eh: -2727.1919
Gap between HOMO and LUMO, eV: 10.065
2S+1: 1
Charge: 0

Last column: Mulliken charge in e.
CARTESIAN COORDINATES (ANGSTROEM)
C (-0.350, 0.643, 0.892)  0.147
C (0.294, -0.232, -0.679)  -0.496
O (-0.781, 1.720, 0.733)  -0.348
Br (0.416, -2.105, -0.318)  -0.130
H (-0.526, -0.073, 1.771)  0.267
H (-0.448, 0.019, -1.553)  0.296
H (1.396, 0.028, -0.846)  0.266

Atoms 1-2, force components in eV/Å:
0.2 -2.8 -3.2
-0.1 1.9 1.4

=====

Entry 9:
Entry from OMol25: a cluster of 2 separate species, C2H3BrO in total (ωB97M-V/def2-TZVPD).

Energy above the lowest of the compared OMol25 structures with the same formula, charge and spin, eV: 0.531
Calculated total energy, Eh: -2727.2364
Gap between HOMO and LUMO, eV: 11.079
2S+1: 1
Charge: 0

Last column: Mulliken charge in e.
CARTESIAN COORDINATES (ANGSTROEM)
C (-0.351, -2.762, 0.623)  0.114
C (0.134, 1.143, -0.162)  -0.634
O (-1.001, -2.369, -0.204)  -0.117
Br (1.524, 0.041, 0.726)  -0.142
H (-0.638, 0.419, -0.470)  0.196
H (0.445, 1.604, -0.997)  0.309
H (-0.113, 1.924, 0.484)  0.273

Atoms 1-2, force components in eV/Å:
0.2 -0.2 0.3
-0.6 -3.2 1.5

=====

Entry 10:
Entry from OMol25: a structure of composition C2H3BrO (ωB97M-V/def2-TZVPD).

Energy above the lowest of the compared OMol25 structures with the same formula, charge and spin, eV: 6.935
Calculated total energy, Eh: -2727.0010
Gap between HOMO and LUMO (alpha / beta), eV: 6.860 / 6.861
2S+1: 1
Charge: 0

Last column: Mulliken charge in e.
CARTESIAN COORDINATES (ANGSTROEM)
C (-0.906, 0.651, 0.027)  -0.418
C (-1.100, -0.605, -0.001)  0.032
O (1.779, -1.157, 0.019)  -0.595
Br (2.075, 0.452, -0.010)  0.169
H (-1.396, 1.523, -0.061)  0.385
H (0.220, 0.746, 0.052)  0.065
H (-0.672, -1.610, -0.026)  0.363

Atoms 1-2, force components in eV/Å:
-0.8 -5.0 -0.1
1.7 1.5 0.1

=====

Entry 11:
Entry from OMol25: an isolated molecule of C2H3BrO2 (ωB97M-V/def2-TZVPD).

Energy above the lowest of the compared OMol25 structures with the same formula, charge and spin, eV: 1.666
Calculated total energy, Eh: -2802.4523
Gap between HOMO and LUMO, eV: 11.216
2S+1: 1
Charge: 0
SMILES string: O=COCBr

Last column: Mulliken charge in e.
CARTESIAN COORDINATES (ANGSTROEM)
C (1.092, 0.903, -0.322)  0.244
C (-0.715, -0.815, 0.239)  -0.273
O (0.828, 1.421, 0.745)  -0.509
O (0.519, -0.193, -0.731)  -0.349
Br (-2.162, 0.202, 0.192)  0.002
H (1.601, 1.418, -1.191)  0.320
H (-0.860, -1.838, -0.171)  0.273
H (-0.304, -1.098, 1.238)  0.291

Atoms 1-2, force components in eV/Å:
-1.6 1.9 0.8
5.0 -2.5 -0.6

=====

Entry 12:
Entry from OMol25: an isolated molecule of C2H3BrO2 (ωB97M-V/def2-TZVPD).

Energy above the lowest of the compared OMol25 structures with the same formula, charge and spin, eV: 2.644
Calculated total energy, Eh: -2802.4164
Gap between HOMO and LUMO, eV: 10.130
2S+1: 1
Charge: 0
SMILES string: O=C[C@@H](O)Br

Last column: Mulliken charge in e.
CARTESIAN COORDINATES (ANGSTROEM)
C (-0.257, 0.948, 0.616)  0.219
C (-0.187, -0.263, -0.213)  -0.012
O (-0.938, 1.437, 1.422)  -0.388
O (1.185, -0.475, -0.656)  -0.472
Br (-1.144, -2.132, 0.104)  -0.191
H (0.577, 1.461, -0.176)  0.190
H (-0.906, 0.205, -0.931)  0.303
H (1.670, -1.181, -0.167)  0.351

Atoms 1-2, force components in eV/Å:
3.1 0.7 -2.6
0.1 -2.9 -0.4

=====

Entry 13:
Entry from OMol25: a structure of composition C2H3BrO2 (ωB97M-V/def2-TZVPD).

Energy above the lowest of the compared OMol25 structures with the same formula, charge and spin, eV: 5.278
Calculated total energy, Eh: -2802.3196
Gap between HOMO and LUMO (alpha / beta), eV: 8.950 / 8.950
2S+1: 1
Charge: 0

Last column: Mulliken charge in e.
CARTESIAN COORDINATES (ANGSTROEM)
C (0.613, -1.217, 0.307)  -0.466
C (-0.093, -0.123, 0.287)  0.298
O (-0.343, 2.038, -0.436)  -0.269
O (0.103, 1.126, 0.559)  -0.166
Br (-2.469, -0.504, -0.240)  -0.290
H (0.176, -2.188, 0.184)  0.269
H (1.678, -1.163, 0.469)  0.275
H (0.335, 2.031, -1.131)  0.351

Atoms 1-2, force components in eV/Å:
0.3 -0.1 0.1
-3.2 -0.5 -1.2

=====

Entry 14:
Entry from OMol25: a structure of composition C2H3BrO2 (ωB97M-V/def2-TZVPD).

Energy above the lowest of the compared OMol25 structures with the same formula, charge and spin, eV: 6.496
Calculated total energy, Eh: -2802.2748
Gap between HOMO and LUMO, eV: 10.506
2S+1: 1
Charge: 0

Last column: Mulliken charge in e.
CARTESIAN COORDINATES (ANGSTROEM)
C (0.658, 0.190, -0.242)  0.578
C (-0.674, -0.307, 0.142)  -0.930
O (0.875, 1.045, 0.808)  -0.237
O (0.426, 1.395, -0.682)  -0.246
Br (2.166, -0.676, -0.771)  -0.068
H (-1.829, 0.315, 0.734)  0.249
H (-1.132, -0.795, -0.749)  0.319
H (-0.491, -1.168, 0.761)  0.334

Atoms 1-2, force components in eV/Å:
-3.1 0.2 2.7
-4.9 -3.9 -0.4

=====

Entry 15:
Entry from OMol25: an isolated molecule of C2H3BrO2 (ωB97M-V/def2-TZVPD).

Energy above the lowest of the compared OMol25 structures with the same formula, charge and spin, eV: 4.737
Calculated total energy, Eh: -2802.3395
Gap between HOMO and LUMO, eV: 11.318
2S+1: 1
Charge: 0
SMILES string: CC1(Br)OO1

Last column: Mulliken charge in e.
CARTESIAN COORDINATES (ANGSTROEM)
C (-1.345, -0.603, -1.236)  0.693
C (-0.239, -0.062, -0.192)  -0.928
O (-1.562, -0.137, -2.533)  -0.249
O (-2.469, 0.163, -1.446)  -0.237
Br (-1.601, -2.504, -1.026)  -0.145
H (-0.100, 0.958, 0.411)  0.300
H (-0.334, -0.715, 0.694)  0.298
H (0.844, -0.024, -0.590)  0.268

Atoms 1-2, force components in eV/Å:
0.6 1.9 0.9
1.9 0.9 0.8

=====

Entry 16:
Entry from OMol25: the ion C2H3BrO2P with charge -1 (ωB97M-V/def2-TZVPD).

Energy above the lowest of the compared OMol25 structures with the same formula, charge and spin, eV: 2.467
Calculated total energy, Eh: -3143.9062
Gap between HOMO and LUMO, eV: 7.682
2S+1: 1
Charge: -1
SMILES string: C=C[P@](=O)([O-])Br

Last column: Mulliken charge in e.
CARTESIAN COORDINATES (ANGSTROEM)
C (1.247, 0.519, 0.489)  -0.445
C (0.510, 0.142, -0.552)  -0.358
O (-0.651, -1.568, 1.319)  -0.791
O (-1.629, -1.179, -1.424)  -0.618
P (-1.089, -0.577, -0.249)  0.694
Br (-2.392, 1.176, 0.203)  -0.325
H (2.328, 0.792, 0.359)  0.183
H (0.873, 0.558, 1.427)  0.283
H (0.803, 0.137, -1.572)  0.378

Atoms 1-2, force components in eV/Å:
2.5 0.3 -3.6
0.0 0.5 1.2

=====

Entry 17:
Entry from OMol25: an isolated molecule of C2H3BrO3S (ωB97M-V/def2-TZVPD).

Energy above the lowest of the compared OMol25 structures with the same formula, charge and spin, eV: 0.733
Calculated total energy, Eh: -3275.8631
Gap between HOMO and LUMO, eV: 11.419
2S+1: 1
Charge: 0

Last column: Mulliken charge in e.
CARTESIAN COORDINATES (ANGSTROEM)
C (-0.267, 0.955, -0.436)  -0.382
C (0.197, -0.473, -0.713)  -0.221
O (1.680, -0.533, 1.552)  -0.551
O (-0.714, -1.241, 1.757)  -0.520
O (-0.178, 1.079, 0.988)  -0.303
S (0.316, -0.469, 1.149)  1.100
Br (-1.151, -1.635, -1.345)  -0.068
H (0.372, 1.841, -0.907)  0.261
H (-1.284, 0.940, -0.637)  0.309
H (1.029, -0.463, -1.408)  0.376

Atoms 1-2, force components in eV/Å:
1.5 2.6 -1.5
-0.1 1.2 1.0

=====

Entry 18:
Entry from OMol25: an isolated molecule of C2H3BrS (ωB97M-V/def2-TZVPD).

Energy above the lowest of the compared OMol25 structures with the same formula, charge and spin, eV: 1.733
Calculated total energy, Eh: -3050.1139
Gap between HOMO and LUMO, eV: 8.297
2S+1: 1
Charge: 0
SMILES string: S=CCBr

Last column: Mulliken charge in e.
CARTESIAN COORDINATES (ANGSTROEM)
C (-0.230, 0.425, 0.005)  -0.670
C (0.219, -1.050, -0.018)  -0.065
S (0.510, -2.037, 1.293)  -0.149
Br (-0.508, 1.824, -1.832)  -0.201
H (-1.121, 0.619, 0.452)  0.417
H (0.586, 0.998, 0.146)  0.383
H (0.492, -1.542, -1.067)  0.284

Atoms 1-2, force components in eV/Å:
0.6 -2.4 -3.3
0.7 -1.7 -1.6

=====

Entry 19:
Entry from OMol25: an isolated molecule of C2H3Cl (ωB97M-V/def2-TZVPD).

Energy above the lowest of the compared OMol25 structures with the same formula, charge and spin, eV: 2.855
Calculated total energy, Eh: -538.0636
Gap between HOMO and LUMO (alpha / beta), eV: 8.582 / 8.925
2S+1: 1
Charge: 0
SMILES string: C=CCl

Last column: Mulliken charge in e.
CARTESIAN COORDINATES (ANGSTROEM)
C (0.226, 0.407, 0.209)  -0.635
C (-1.019, -0.641, 0.618)  -0.174
Cl (-1.678, -0.328, 2.028)  -0.132
H (0.531, 0.422, -0.792)  0.253
H (0.843, 0.958, 0.831)  0.305
H (-1.214, -1.466, 0.014)  0.383

Atoms 1-2, force components in eV/Å:
-6.2 -5.9 0.5
8.3 6.2 -3.5

=====

Entry 20:
Entry from OMol25: an isolated molecule of C2H3Cl2FO (ωB97M-V/def2-TZVPD).

Energy above the lowest of the compared OMol25 structures with the same formula, charge and spin, eV: 0.493
Calculated total energy, Eh: -1173.4704
Gap between HOMO and LUMO, eV: 11.615
2S+1: 1
Charge: 0
SMILES string: OC(Cl)(Cl)CF

Last column: Mulliken charge in e.
CARTESIAN COORDINATES (ANGSTROEM)
C (-0.852, -0.331, -0.440)  -0.443
C (0.376, 0.161, 0.380)  0.456
O (1.064, 1.182, -0.059)  -0.381
F (-0.475, -0.539, -1.754)  -0.287
Cl (-0.455, 0.715, 2.013)  -0.230
Cl (1.304, -1.300, 0.852)  -0.145
H (-1.315, -1.166, -0.097)  0.378
H (-1.575, 0.454, -0.640)  0.276
H (1.929, 0.824, -0.256)  0.376

Atoms 1-2, force components in eV/Å:
1.2 3.8 -2.1
-3.4 -1.8 2.4

=====

Asked for molecular weight across the records above, the calculation gives 394.94 166.96 182.96 167.03 167.03 122.95 122.95 122.95 122.95 122.95 138.95 138.95 138.95 138.95 138.95 169.92 187.01 139.02 62.50 132.95 u in order.
Asked for max |F| across the records above, the calculation gives 8.46 3.93 2.60 2.00 4.78 3.38 4.85 4.25 3.80 5.06 5.61 4.14 3.46 6.26 3.11 9.50 3.35 4.11 10.95 4.56 eV/A in order.